[1]
{"formula": "H18O9", "method": "ωB97M-V with the def2-TZVPD basis set", "symbols": ["O", "H", "H", "O", "H", "H", "O", "H", "H", "O", "H", "H", "O", "H", "H", "O", "H", "H", "O", "H", "H", "O", "H", "H", "O", "H", "H"], "coordinates": [[0.0194, -2.1211, 2.2383], [0.5098, -1.8222, 1.4900], [-0.7378, -2.5600, 1.8042], [2.2131, 1.7984, -0.5916], [2.3610, 1.4529, 0.2967], [2.5806, 2.6605, -0.6946], [0.3665, -0.5177, -0.1400], [-0.0911, -0.1167, 0.6096], [1.0550, 0.1447, -0.3752], [-3.1365, -0.9978, 0.8215], [-2.7633, -0.9125, -0.0639], [-2.6439, -0.5063, 1.4400], [-0.1539, -1.9170, -2.3337], [-0.5643, -2.7573, -2.0966], [0.0759, -1.4135, -1.5667], [2.1207, 1.0608, 2.1048], [2.2578, 0.4020, 2.7765], [2.0658, 1.8744, 2.5723], [0.8280, 1.6149, -2.8565], [1.4961, 1.6320, -2.1492], [1.2427, 2.2133, -3.4305], [-0.9879, 0.6423, 1.7933], [-0.4668, 0.1089, 2.3845], [-0.7249, 1.5652, 1.9498], [-2.5732, -0.6647, -1.8105], [-2.5755, 0.2099, -2.1518], [-1.7730, -1.0734, -2.0208]], "forces_ev_per_a": [[-1.073, -0.522, 0.583], [0.878, 0.352, -1.109], [0.218, 0.273, 0.510], [-0.284, -0.947, -0.022], [0.337, 0.303, 0.312], [0.493, 0.841, 0.287], [1.600, 0.337, -0.356], [-0.625, 0.436, -0.145], [-0.791, -0.697, -0.024], [-1.329, -1.545, -0.317], [0.062, 0.439, -0.246], [1.001, 1.047, 0.716], [-0.562, -0.948, -1.838], [0.330, 0.237, 0.288], [0.250, 0.282, 1.384], [-0.107, -0.515, -0.818], [0.198, -0.634, 0.336], [-0.021, 1.164, 0.624], [-0.143, -0.816, 1.247], [-0.676, -0.585, 0.180], [0.432, 1.297, -1.923], [-0.284, 1.137, 0.011], [0.284, -0.573, 0.802], [-0.179, -0.486, -0.103], [-2.678, -0.034, 1.173], [0.217, 1.040, -0.474], [2.452, -0.884, -1.078]], "nbo_charge": [-0.97, 0.48, 0.49, -0.99, 0.51, 0.49, -1.00, 0.50, 0.49, -0.99, 0.49, 0.47, -0.97, 0.47, 0.50, -0.96, 0.50, 0.48, -0.95, 0.48, 0.45, -0.94, 0.50, 0.49, -0.96, 0.48, 0.49], "smiles": "O.O.O.O.O.O.O.O.O", "gap_ev": 9.66, "total_charge": 0, "e_above_lowest_ev": 2.1714}

[2]
{"formula": "C2H12NO2", "method": "ωB97M-V with the def2-TZVPD basis set", "symbols": ["C", "C", "N", "H", "H", "H", "H", "H", "H", "H", "H", "H", "H", "O", "H", "H", "O"], "coordinates": [[2.0541, -1.2338, 1.3013], [0.5904, -1.3996, 0.8841], [-0.0263, 0.0942, 0.8453], [2.3446, -2.1055, 1.8516], [2.6973, -0.9722, 0.4670], [2.0437, -0.4901, 2.1120], [0.3166, -1.7071, -0.1185], [-0.1002, -1.7074, 1.6617], [-0.0811, 0.4177, -0.1287], [0.6482, 0.6887, 1.3211], [-0.9162, 0.2219, 1.3192], [-1.5075, 3.0428, -0.6049], [-2.4395, 2.0642, -1.2379], [-1.7903, 2.1272, -0.5240], [0.0687, -0.3561, -2.8421], [-1.3125, 0.0261, -2.2789], [-0.3772, -0.0783, -2.0459]], "forces_ev_per_a": [[-1.481, 0.080, 0.444], [-1.303, 2.951, 0.501], [1.371, -0.207, -0.439], [0.565, -0.789, -0.269], [0.160, -0.057, 0.201], [0.386, 0.149, -0.424], [0.352, -0.765, 0.148], [0.553, -1.413, -0.025], [-0.410, 0.078, -0.084], [-0.096, 0.217, 0.023], [-0.195, -0.173, -0.275], [0.174, 0.155, 0.186], [-0.028, -0.121, 0.228], [-0.171, -0.010, -0.288], [0.197, -0.133, -0.429], [0.430, -0.049, -0.027], [-0.504, 0.086, 0.527]], "nbo_charge": [-0.64, -0.17, -0.71, 0.26, 0.24, 0.21, 0.24, 0.22, 0.48, 0.42, 0.44, 0.49, 0.48, -0.97, 0.50, 0.49, -0.97], "gap_ev": 12.46, "total_charge": 1, "e_above_lowest_ev": 0.7786}

[3]
{"formula": "C5H8NO", "method": "ωB97M-V with the def2-TZVPD basis set", "symbols": ["C", "C", "C", "N", "O", "C", "C", "H", "H", "H", "H", "H", "H", "H", "H"], "coordinates": [[-0.4057, -1.8198, -1.4869], [-0.6193, -0.5256, -1.2898], [-1.4302, 0.2736, -0.2572], [-0.2177, 0.9912, 0.4069], [0.0675, 2.1209, 0.1225], [0.7377, 0.2516, 1.0950], [1.7057, 0.8631, 1.8013], [0.1340, -1.9337, -2.3930], [-0.6953, -2.5045, -0.8263], [-0.1939, 0.1818, -2.1027], [-2.0004, -0.3273, 0.4458], [-1.9818, 1.1147, -0.5795], [0.7285, -0.9236, 0.9093], [2.6228, 0.3019, 2.1781], [1.5480, 1.9358, 1.9764]], "forces_ev_per_a": [[0.583, 4.087, -1.393], [-0.412, 2.330, -2.259], [2.422, -0.802, 0.534], [0.096, 0.360, -0.078], [-1.250, -0.346, -0.018], [1.410, -3.891, 0.382], [0.245, -0.234, 0.046], [0.459, -1.207, -0.424], [-1.139, -3.197, 2.162], [-0.773, -1.103, 1.440], [0.317, -0.001, 0.346], [-0.751, 0.555, -0.953], [-0.245, 2.960, 0.494], [-1.626, 0.897, -0.329], [0.663, -0.407, 0.048]], "nbo_charge": [-0.28, -0.25, -0.26, 0.30, -0.15, -0.17, -0.16, 0.24, 0.21, 0.23, 0.26, 0.26, 0.28, 0.27, 0.24], "smiles": "C=CC[N+](=O)C=C", "gap_ev": [7.85, 7.85], "total_charge": 1, "e_above_lowest_ev": 4.6440}

[4]
{"formula": "C5H5O2S", "method": "ωB97M-V with the def2-TZVPD basis set", "symbols": ["C", "C", "C", "C", "C", "O", "O", "S", "H", "H", "H", "H", "H"], "coordinates": [[-0.5609, 0.2798, 0.3846], [0.7268, 0.6009, 0.3222], [2.1419, -1.6371, 1.5782], [-1.0312, -0.8983, -0.3666], [1.5139, -0.3455, -0.3672], [1.1617, -1.9395, 2.0995], [3.3292, -1.5343, 1.4293], [0.4820, -1.4635, -1.2750], [-1.3393, 0.8496, 1.1072], [1.1248, 1.5053, 0.8899], [-1.5450, -1.5797, 0.3314], [-1.9794, -0.7145, -1.1784], [2.5699, -0.3361, -0.8694]], "forces_ev_per_a": [[-3.728, 2.264, 1.932], [1.696, 1.309, 0.422], [3.333, 1.703, -1.993], [-2.587, -0.122, -1.829], [3.051, -0.931, -0.424], [-2.231, -0.810, 1.046], [-0.838, -0.525, 0.490], [-1.189, -0.180, 0.269], [1.900, -1.351, -1.750], [-0.301, -1.420, -0.838], [0.642, -0.539, -0.256], [2.353, -0.100, 1.663], [-2.100, 0.702, 1.268]], "nbo_charge": [-0.38, -0.24, 1.00, -0.52, -0.69, -0.59, -0.65, 0.14, 0.17, 0.20, 0.18, 0.14, 0.22], "gap_ev": 5.06, "total_charge": -1, "e_above_lowest_ev": 1.8167}

[5]
{"formula": "C2H3NO2S2", "method": "ωB97M-V with the def2-TZVPD basis set", "symbols": ["C", "C", "N", "O", "O", "S", "S", "H", "H", "H"], "coordinates": [[-0.5646, 1.4411, -0.5144], [1.0471, -0.3141, -0.0414], [0.2639, 0.4354, -0.6136], [-4.4296, 0.6806, 1.2048], [-1.7268, 1.4374, -0.3058], [-3.8604, -1.4692, -0.5495], [-4.4436, 0.2817, -0.1727], [-0.0572, 2.4156, -0.6613], [1.5187, -1.1331, -0.6858], [1.0666, -0.4431, 0.9654]], "forces_ev_per_a": [[1.564, 2.620, 0.595], [0.340, -2.753, -3.171], [0.348, -0.367, -1.728], [-0.072, 0.314, 0.874], [-2.989, -0.620, 0.268], [-0.139, 0.257, -0.014], [0.244, -0.597, -0.832], [0.280, -0.130, -0.206], [-0.123, 1.217, 0.977], [0.545, 0.060, 3.237]], "nbo_charge": [0.52, 0.04, -0.41, -0.83, -0.59, -0.29, 1.12, 0.11, 0.17, 0.16], "gap_ev": [8.59, 8.59], "total_charge": 0, "e_above_lowest_ev": 2.2119}

[6]
{"formula": "C3H6NaO4", "method": "ωB97M-V with the def2-TZVPD basis set", "symbols": ["O", "O", "C", "O", "H", "Na", "O", "H", "C", "C", "H", "H", "H", "H"], "coordinates": [[0.2572, 1.8240, -2.3556], [-1.5016, 0.5098, -1.9309], [-0.7417, 1.2046, -2.8274], [-1.0727, 1.1185, -4.0095], [-0.0346, 0.8289, 1.9449], [1.4055, 2.1640, -0.4555], [0.5477, 0.5511, 1.2298], [-1.0862, 0.5484, -1.0532], [0.9386, -0.7958, 1.3031], [-0.0886, -1.7797, 1.6939], [1.0783, -1.3041, 2.5401], [-0.6137, -2.2595, 0.8609], [1.6796, -1.0509, 0.5344], [-0.7679, -1.5594, 2.5250]], "forces_ev_per_a": [[0.952, 0.507, 1.454], [-0.570, -0.611, 1.128], [0.212, -0.125, -2.154], [0.007, 0.149, 0.992], [-0.072, -0.454, 0.028], [-0.567, -0.284, -0.690], [0.743, 1.128, -0.553], [-0.111, 0.171, -0.529], [-1.050, -1.758, 4.145], [-2.037, 0.392, -2.402], [2.219, 1.542, -2.158], [0.274, -1.006, 0.350], [-0.398, 0.065, 0.594], [0.399, 0.285, -0.205]], "mulliken_spin": [0.00, 0.00, 0.00, 0.00, -0.01, 0.00, 0.06, 0.00, 0.20, 0.69, -0.01, 0.06, 0.01, 0.00], "gap_ev": [6.86, 6.63], "spin_multiplicity": 2, "total_charge": 0, "e_above_lowest_ev": 2.3486, "s_squared": 0.7553}